Record 1
Formula: C23H28N4O6
Source: OMol25
Level of theory: ωB97M-V/def2-TZVPD

Summary:
* Kohn-Sham gap: 7.905 eV
* ΔE to the lowest compared entry with this formula, charge and spin: 65.9 kcal/mol
* SMILES: COc1cc(NC(=O)c2cc([N+](=O)[O-])ccc2NC(=O)CNC2CCCCC2)cc(OC)c1

Each line ends with the Löwdin charge.
Positions of all 61 atoms, in Å:
C (-4.014635, 0.376504, -2.133000)  -0.0707
O (-4.631841, 0.525414, -0.874659)  -0.0681
C (-3.863760, 0.859479, 0.191259)  -0.2602
C (-2.492371, 1.093324, 0.123018)  0.0404
C (-1.803113, 1.410958, 1.283547)  -0.1969
N (-0.418116, 1.638579, 1.300943)  0.1525
C (0.479197, 1.591230, 0.292939)  -0.3643
O (0.190873, 1.302410, -0.865734)  0.0379
C (1.885899, 1.875279, 0.708299)  -0.0403
C (2.155693, 2.695416, 1.792674)  0.0540
C (3.461621, 2.921894, 2.203833)  -0.1494
N (3.697752, 3.770689, 3.334931)  -0.3666
O (4.848082, 4.004872, 3.638153)  0.0869
O (2.725635, 4.198638, 3.928166)  0.0715
C (4.530649, 2.326783, 1.537363)  0.0320
C (4.285227, 1.534500, 0.442396)  0.0305
C (2.975551, 1.314095, -0.008541)  -0.1295
N (2.713454, 0.574000, -1.132996)  0.1511
C (3.562197, -0.179508, -1.903636)  -0.4246
O (4.740123, -0.333648, -1.678741)  0.0798
C (2.879859, -0.797326, -3.128952)  -0.1208
N (1.465698, -1.062712, -3.069745)  -0.0284
C (1.039727, -2.046895, -2.079841)  -0.3635
C (-0.445799, -1.843343, -1.786031)  -0.1634
C (-0.961045, -2.886080, -0.800368)  -0.1959
C (-0.731892, -4.291541, -1.346440)  -0.2081
C (0.749454, -4.507469, -1.638834)  -0.2009
C (1.266003, -3.461375, -2.622027)  -0.1539
C (-2.461411, 1.515357, 2.506439)  0.0295
C (-3.832820, 1.296950, 2.566767)  -0.2693
O (-4.578697, 1.380620, 3.697461)  -0.0729
C (-3.946108, 1.736572, 4.903778)  -0.0851
C (-4.526384, 0.962912, 1.408231)  0.0720
H (-4.812805, 0.096948, -2.818582)  0.0958
H (-3.256730, -0.412462, -2.116418)  0.0840
H (-3.558886, 1.312003, -2.470993)  0.1004
H (-1.961580, 1.040773, -0.808901)  0.0847
H (-0.055690, 1.839817, 2.222887)  0.1333
H (1.371755, 3.213239, 2.327007)  0.1251
H (5.536057, 2.508373, 1.884028)  0.1254
H (5.098023, 1.075235, -0.095502)  0.1069
H (1.728911, 0.614475, -1.417435)  0.0977
H (3.411266, -1.725456, -3.353898)  0.1215
H (3.066161, -0.111037, -3.962937)  0.1352
H (0.924829, -0.209395, -2.982196)  0.1036
H (1.605393, -1.942462, -1.134642)  0.1513
H (-0.995072, -1.920221, -2.727124)  0.1248
H (-0.599711, -0.841520, -1.380742)  0.0819
H (-2.024576, -2.723595, -0.611781)  0.1068
H (-0.435031, -2.775908, 0.151381)  0.1163
H (-1.082131, -5.033393, -0.626081)  0.1079
H (-1.305234, -4.420005, -2.267059)  0.1141
H (0.906690, -5.506268, -2.050240)  0.1085
H (1.315800, -4.437694, -0.706735)  0.1143
H (0.743291, -3.551553, -3.575428)  0.1233
H (2.328890, -3.624975, -2.804640)  0.1074
H (-1.896230, 1.768369, 3.389868)  0.1057
H (-3.190935, 0.999656, 5.195731)  0.0959
H (-3.485196, 2.727390, 4.839766)  0.0966
H (-4.734780, 1.756560, 5.653817)  0.0943
H (-5.587184, 0.786528, 1.456198)  0.1316

Atoms 1-2, force components in eV/Å:
C 0.10 -0.02 -0.22
O -0.07 0.06 0.32


Record 2
Formula: C23H28N4O6S
Source: OMol25
Level of theory: ωB97M-V/def2-TZVPD

Summary:
* Kohn-Sham gap: 7.664 eV
* ΔE to the lowest compared entry with this formula, charge and spin: 614.8 kcal/mol

Each line ends with the Löwdin charge.
Positions of all 62 atoms, in Å:
C (-8.650405, -0.593987, 0.894975)  -0.0487
C (-7.359337, -0.461012, 1.746814)  -0.1966
H (-7.203630, -1.290134, 2.282095)  0.0787
H (-7.598516, 0.348736, 2.415919)  0.1294
O (-6.288672, -0.314208, 0.890541)  0.0815
C (-5.737063, -1.269358, 0.517143)  -0.5679
O (-6.122483, -2.462297, 0.724690)  0.0377
N (-4.624383, -0.754030, -0.364953)  0.0108
C (-4.194555, 0.625422, -0.343891)  -0.1818
H (-3.640212, 0.812499, 0.703155)  0.1713
C (-3.184479, 0.977021, -1.347165)  -0.0871
N (-2.086229, 0.008279, -1.248508)  -0.0070
C (-0.734394, 0.163528, -1.615383)  -0.2107
O (-0.570389, 1.513959, -2.017513)  -0.1091
C (0.394502, -0.563158, -1.339845)  -0.2691
C (1.211785, -0.886536, -2.120634)  -0.0735
C (2.464598, -1.744932, -1.942967)  0.0701
C (2.689850, -2.061515, -0.625104)  -0.3621
C (1.952219, -1.596369, 0.259379)  -0.0856
C (0.669034, -0.926775, 0.194981)  0.1518
H (0.009173, -0.698468, 0.806319)  0.0022
H (1.961969, -1.925271, 1.484386)  0.2138
C (4.030315, -2.579705, -0.368678)  -0.2704
N (5.027378, -1.639763, -0.306490)  -0.2322
S (5.223474, -0.557818, 0.657109)  0.6077
O (4.976860, -1.468903, 2.062019)  -0.4257
O (6.538164, -0.317474, 0.819872)  -0.2377
C (3.999847, 0.659171, 0.600376)  -0.2696
C (2.974852, 0.733919, 1.747115)  0.0020
C (2.039859, 1.598569, 1.467288)  0.0212
C (1.881817, 2.336498, 0.088778)  -0.0625
C (2.800963, 1.960777, -0.971448)  0.0545
C (3.906430, 1.156930, -0.578840)  -0.1078
H (4.591289, 0.766622, -1.374637)  0.1440
H (2.701046, 2.393982, -1.806365)  0.0395
N (0.848491, 3.273546, -0.123238)  0.1148
C (-0.439302, 2.996340, 0.166349)  -0.2744
O (-0.817775, 2.225713, 1.456344)  -0.1964
C (-1.400738, 4.061831, -0.269102)  -0.0216
H (-1.572219, 3.961442, -1.260009)  0.0274
H (-0.899532, 4.939039, 0.031779)  0.0674
H (-2.506879, 4.024823, 0.406581)  0.1854
H (0.801502, 3.528843, -1.004189)  0.0759
H (1.227111, 1.700793, 2.188306)  0.1048
H (3.067202, 0.341753, 2.516994)  -0.0085
H (6.159463, -2.132097, -0.699753)  0.3100
H (4.096836, -3.274522, 0.608410)  0.1558
H (4.372716, -3.599186, -1.145413)  0.2025
H (3.139703, -1.716242, -2.903679)  0.1577
H (0.930097, -0.440332, -3.194554)  0.1808
C (-2.242306, -1.321940, -0.582535)  -0.1687
H (-1.562859, -2.084600, -0.980754)  0.1373
C (-3.527021, -1.697088, -0.923391)  -0.1566
H (-3.886937, -2.810380, -0.280752)  0.2177
H (-3.761707, -1.895433, -1.790047)  0.0267
H (-2.092443, -1.217937, 0.761887)  0.2244
H (-3.611095, 0.493159, -2.404059)  0.2089
H (-2.840934, 1.811299, -1.336975)  -0.0012
H (-4.966877, 1.359175, -0.384617)  0.1173
H (-9.457167, -0.783241, 1.680273)  0.0990
H (-8.476859, -1.507409, 0.053923)  0.1491
H (-8.777954, 0.302286, 0.311487)  0.0534

Atoms 1-2, force components in eV/Å:
C 0.84 -3.01 -0.52
C -3.95 1.64 -1.75


| no. | maximum force (Eh/bohr) | LUMO (eV) | DFT total energy (eV) |
| --- | --- | --- | --- |
| 1 | 0.02512 | -0.7 | -42549.34548 |
| 2 | 0.36688 | -0.7 | -53361.39065 |